Computed, not measured: 9 unconnected molecules or ions with the total composition C41H107N9O9 at a distorted geometry, with ωB97M-V/def2-TZVPD.

Values from the calculation:
energy above the lowest of the compared OMol25 structures with the same formula, charge and spin: 31.6 kcal/mol
HOMO-LUMO gap: 8.89 eV
LUMO: 0.387 eV
SMILES: CC1(C)CCCC(C)(C)N1O.COC[C@H](C)N.COC[C@H](C)N.COC[C@H](C)N.COC[C@H](C)N.COC[C@H](C)N.COC[C@H](C)N.COC[C@H](C)N.COC[C@H](C)N

```
166
Properties=species:S:1:pos:R:3:mulliken_charge:R:1
H 0.82873 0.01236 10.27982 0.045
H 5.74382 -0.69498 12.59536 -0.132
C 0.89538 7.47716 7.07788 -1.581
O 6.11218 -1.03253 18.04346 -0.441
H 4.70004 -4.45129 9.13510 0.054
H -0.40457 5.07174 14.89996 0.314
H -2.84698 2.15447 10.87441 0.196
H 0.21032 2.45127 11.46243 0.027
H 3.13025 4.44116 8.80907 0.127
H 2.80269 -3.36027 12.02362 -0.837
H 4.17273 -0.79087 14.38520 -0.300
H 3.07903 2.01713 11.03891 0.302
H 4.05180 -2.15023 10.29167 0.055
H 6.49440 5.82512 12.89724 0.246
H 4.22278 0.95658 17.75285 0.313
C 5.02001 6.67978 7.54826 -1.827
H -3.17106 4.95266 9.65842 0.366
H 2.20242 7.51619 15.55552 0.450
H 6.92477 3.79132 16.59687 0.307
H -6.29175 2.58551 7.83557 0.322
C 3.27993 -0.65199 13.78101 -0.180
H 3.09024 4.15099 11.78382 0.018
H 5.34273 -1.02308 9.88153 0.331
H 2.52698 -4.72820 10.00809 0.333
C 8.17739 4.17002 14.43617 -1.268
H 1.20264 4.72402 5.07516 0.375
H 2.68486 -5.88768 11.28949 0.417
H 2.93044 9.50839 13.01229 0.256
H 3.11930 8.06859 8.49882 0.424
C 1.20145 7.57663 4.69518 -1.833
H 3.66735 3.33217 13.16841 -0.011
H 1.11039 8.54827 7.09401 0.429
H 3.37356 -1.16360 12.81946 -0.051
H -2.28919 4.65032 11.03483 0.315
H 8.19476 -3.73762 6.95982 0.246
C 1.87472 -3.93530 11.91433 1.998
H -0.19045 7.37952 6.98048 0.508
C -2.92181 2.84004 10.02445 0.561
N 3.45434 -1.84425 18.34658 -0.809
H 8.05865 -0.70649 18.67232 0.248
C 2.40340 7.56969 13.44452 1.237
H 5.60666 -0.56876 16.11483 0.224
H 7.33363 -6.33250 14.40749 0.424
C 6.57171 -4.50546 8.10159 0.641
C 1.51094 6.69454 5.91420 1.782
C 0.76538 -2.95083 11.50079 -0.885
O 0.35365 7.04985 14.80835 -0.444
C 3.43330 4.72781 7.79900 -1.618
H 7.59725 2.44231 12.07635 0.426
H 5.87273 2.18798 12.58776 0.104
C 2.03535 -5.09697 10.91335 -1.791
H 0.95471 5.98469 8.67501 -0.086
O -5.28398 2.43999 9.59902 -0.312
H 1.24767 3.17347 10.29423 -0.219
H -4.08397 4.46404 11.00968 0.358
H 0.95004 7.79808 9.16456 0.437
C 5.85589 -4.75954 14.34155 0.179
H -6.28955 0.89911 8.66289 0.286
O 3.24084 0.73401 13.46542 -0.009
C 6.60816 -3.74202 13.43166 0.115
C 3.53971 0.41042 17.09766 -1.245
H 0.11635 7.59381 4.54880 0.383
C 6.87818 2.49384 12.89399 -1.188
H 2.46097 -1.08795 14.36096 0.422
H 0.73276 4.80801 6.74857 0.229
H 1.60226 7.22330 3.74291 0.408
H 0.32474 -2.42851 12.36172 0.468
H -0.00215 -3.48184 10.92258 0.235
C 7.49902 -0.97569 17.78196 -0.464
H 4.27217 -3.70153 13.90771 0.111
H 4.02543 6.10545 13.46962 0.076
H 1.39849 8.64543 4.79773 0.399
H 8.58253 3.98416 17.23201 0.306
C 4.59999 -1.70251 9.45566 -0.417
N 6.85350 4.95450 12.51311 -0.848
O 5.22163 -2.58442 8.55347 -0.452
H 1.39492 -3.87739 13.89388 0.279
C 2.83309 7.01697 8.59045 -1.577
H -7.26204 2.23936 9.24075 0.250
C 2.06286 1.09190 12.78330 -0.350
H -3.96772 2.81862 8.11562 0.349
H 6.06196 -3.81536 10.08191 -0.317
H -1.28125 6.15442 13.92720 0.271
H 6.48776 -4.24259 12.45952 -0.440
H 3.83706 -1.15868 8.89624 0.331
H 3.04159 6.56185 9.56043 0.433
N 7.67238 -3.61027 7.81573 -0.778
H 6.44150 -6.65036 8.39763 0.341
N 2.27409 9.04083 13.62912 -0.799
H 2.18048 5.97542 14.95718 0.325
H 2.17151 -5.28832 13.51330 0.298
H 5.25740 6.83327 8.60407 0.370
C 0.75974 5.38907 5.82599 -1.757
N 1.12977 2.58429 11.09345 0.201
H -0.27207 5.45565 5.47297 0.423
C 5.60728 -3.84402 9.08870 0.139
H 7.61184 -0.25601 16.96352 0.112
H 7.68597 2.41747 17.16008 0.132
C 7.93136 3.34265 16.63273 -0.586
C 3.88361 7.18488 13.48976 -1.243
H 4.32474 4.16253 7.52401 0.401
O 8.39180 3.09478 15.33727 -0.362
C 2.36548 2.26091 11.82561 0.586
H 9.07929 4.46685 13.89197 0.425
H 7.25647 -2.68608 7.69938 0.260
H -1.65878 2.04156 8.71375 0.212
H 2.59569 -1.51330 18.78667 0.273
H 2.65051 4.30047 7.17169 0.317
O 5.83680 -2.55429 13.37008 0.251
O 1.30843 -1.94037 10.67960 -0.149
H 4.11078 -5.23774 13.22809 0.351
H 0.30206 5.57530 13.34994 0.004
H 1.35235 1.47271 13.52887 0.307
O 3.55258 5.86779 5.14704 -0.500
H 8.02240 -6.12345 8.26420 0.365
H 0.24342 -1.18983 9.12988 0.335
H 6.13572 -4.49467 15.36692 0.142
C 6.27177 -6.24923 14.15724 -1.595
H 3.98379 6.52461 4.58732 0.345
C -3.14834 4.23951 10.49842 -1.484
H 1.99286 3.92416 13.27690 0.122
C 1.76250 6.96295 14.72089 -1.001
H 2.48625 0.64598 17.24491 0.384
C -6.32180 1.98640 8.74978 -0.746
H 7.19968 -5.68638 9.78569 0.250
C 7.07390 -5.81604 8.71098 -1.310
H 5.74581 5.94074 7.20891 0.369
H 4.20475 7.40842 12.45010 0.314
C 5.33331 -1.29021 16.89239 -0.155
C 3.57426 6.23678 7.51271 2.324
H 4.63953 7.85880 13.88952 0.396
N 2.94273 6.57624 6.21302 0.093
H 1.88890 7.19699 12.55713 0.028
H 5.72835 -6.87985 14.84896 0.375
H 4.08248 -1.50056 19.08179 0.326
H 1.32873 9.24558 13.31949 0.269
H 3.79105 0.77052 16.09557 0.145
H 7.97886 5.06494 15.03753 0.450
C 6.37483 -1.58539 12.51970 -0.592
H 1.58770 0.28568 12.21739 -0.328
C 0.38148 -0.97730 10.19330 -0.838
H -0.57403 -1.03028 10.71802 0.425
H 6.05837 -4.80840 7.17824 0.277
H 3.23344 -1.46339 16.32748 -0.311
H 6.19391 -6.37369 13.07584 0.346
C 1.29307 7.00683 8.50265 -0.272
H 5.15151 7.60965 6.99535 0.435
C 3.84843 -1.10657 17.15524 1.067
N 1.54250 -4.58201 13.18256 -0.639
H 6.50797 -1.80356 11.46003 0.216
H 1.06455 -5.49629 10.62852 0.404
N -1.59320 2.82592 9.36674 -0.386
C -0.25265 5.92720 14.22512 -0.427
H -1.53394 3.62520 8.73764 0.159
H 7.63890 -3.52506 13.71283 0.384
C 7.01233 3.88997 13.50904 1.367
H 7.88744 -1.94308 17.44151 0.261
H 6.11015 4.01504 14.13108 0.027
C 2.73934 3.51706 12.60571 -0.838
H 7.00396 1.70341 13.63859 0.233
H -3.74384 1.22977 8.88627 0.389
C -3.98886 2.28349 9.07665 -0.793
H 5.54350 -2.31020 16.55795 0.122
N 4.43500 -4.69693 14.00994 -0.463
H 7.31742 -1.17366 12.90697 0.382
H 6.06790 4.72131 11.90767 0.280
```

Computed, not measured: 10 unconnected molecules or ions with the total composition H20O10 at a distorted geometry, with ωB97M-V/def2-TZVPD.

Values from the calculation:
energy above the lowest of the compared OMol25 structures with the same formula, charge and spin: 46.5 kcal/mol
HOMO-LUMO gap: 11.22 eV
LUMO: 0.184 eV
SMILES: O.O.O.O.O.O.O.O.O.O

```
30
Properties=species:S:1:pos:R:3:nbo_charge:R:1
H -2.63046 0.43180 1.37058 0.515
H -0.63917 0.50580 0.24538 0.506
O -2.08824 -1.11899 0.68470 -1.004
H 0.39654 2.36354 -0.86829 0.501
H 1.95447 0.23346 2.62389 0.489
H -2.36968 1.68557 0.43598 0.480
H -0.72218 0.31116 -1.36986 0.520
O -2.57057 1.48369 1.37963 -1.005
H 1.52122 -1.70026 -1.73232 0.490
O -1.15422 -1.37186 -2.27254 -0.983
H 0.99529 3.64687 -1.25548 0.483
O 2.20933 -0.10313 -0.92620 -0.963
H -0.39082 -1.88226 -2.45129 0.503
H 1.97523 -0.39177 -0.06228 0.467
O -0.59350 0.97380 -0.65474 -1.029
H -1.23654 -1.51001 1.04541 0.513
H 0.58033 -3.06814 1.22564 0.490
O 0.44100 -2.31354 0.68003 -0.977
H -0.83221 2.18196 1.88941 0.521
O 1.25918 -0.20054 2.21951 -1.004
O 1.21863 -2.58965 -1.94840 -0.987
H 0.86313 -1.60370 1.14789 0.505
H -1.33457 -1.18938 -3.20471 0.473
O 0.18812 2.24087 1.79917 -1.037
H 0.66746 0.50996 1.88262 0.505
H 0.95138 -2.76123 -0.99780 0.489
H 0.50945 2.59203 0.91799 0.506
H 1.86467 0.85855 -0.89190 0.500
H -2.17765 -1.15460 -0.27010 0.509
O 1.14437 2.94000 -0.64188 -0.975
```

Computed, not measured: C6H11NO2S in the gas phase at a distorted geometry, with ωB97M-V/def2-TZVPD.

Values from the calculation:
energy above the lowest of the compared OMol25 structures with the same formula, charge and spin: 38.9 kcal/mol
HOMO-LUMO gap: 8.69 eV
LUMO: -0.597 eV

```
21
Properties=species:S:1:pos:R:3:nbo_charge:R:1
H -2.15705 -1.04075 0.39119 0.228
H -1.58378 1.24338 -1.59968 0.199
C 0.82750 -0.63265 -0.63302 0.626
O 4.60300 0.42773 0.04878 -0.899
H 2.19770 -2.60980 0.13832 0.273
C -2.31764 -0.11216 -0.11489 -0.612
H 1.28730 1.97304 -0.22112 0.192
C 0.40246 1.60660 0.10974 -0.406
N 0.01272 0.42884 -0.54074 -0.420
C 2.79374 -1.76152 0.59596 -0.670
H -0.35890 2.35580 -0.02915 0.212
H 0.55166 1.62420 1.27918 0.190
C -1.33371 0.33315 -1.18136 -0.221
H -3.40418 -0.04153 -0.52369 0.212
H -2.34926 0.69661 0.67383 0.195
H -1.23580 -0.52351 -1.83133 0.244
O 0.38187 -1.70916 -1.01894 -0.620
S 3.23000 0.71167 -0.44476 1.147
H 3.82684 -1.71304 0.81682 0.261
H 2.32131 -1.67359 1.50539 0.228
C 2.19451 -0.50833 -0.03480 -0.358
```

Computed, not measured: 2 unconnected molecules or ions with the total composition C4H10NO3, with ωB97M-V/def2-TZVPD.

Values from the calculation:
energy above the lowest of the compared OMol25 structures with the same formula, charge and spin: 6.5 kcal/mol
HOMO-LUMO gap: 8.63 eV
total charge: -1
LUMO: 3.811 eV

```
18
Properties=species:S:1:pos:R:3:nbo_charge:R:1
C 2.03907 -1.66860 0.39285 -0.621
H 2.19015 -2.37945 -0.42046 0.201
H 1.07612 0.93290 0.19546 0.196
C 0.58819 -1.13655 0.25977 -0.042
C 0.59188 0.20351 -0.45871 -0.533
H -3.37758 2.24270 -0.81104 0.472
H 1.20961 0.13164 -1.35504 0.205
O -1.80109 0.14323 -0.38530 -0.792
H -0.96296 -0.63893 1.40928 0.396
O -3.13964 3.17361 -0.90371 -1.007
H -2.16461 3.03728 -0.93799 0.503
O -0.81191 1.89834 -1.36809 -0.798
H 0.48532 -0.58850 2.19975 0.323
H 2.12901 -2.24262 1.31838 0.204
C -0.80259 0.79252 -0.77501 0.775
H 2.77134 -0.86296 0.40155 0.193
N -0.08839 -1.14140 1.56685 -0.856
H 0.06807 -1.89672 -0.32854 0.180
```

Computed, not measured: a gas-phase ion, C3H7N4O3 (charge +1) at a distorted geometry, with ωB97M-V/def2-TZVPD.

Values from the calculation:
energy above the lowest of the compared OMol25 structures with the same formula, charge and spin: 0.0 kcal/mol
HOMO-LUMO gap: 11.04 eV
total charge: +1
LUMO: -3.838 eV
SMILES: N[N+]1=C(O)NC(=O)N[C@H]1O

```
17
Properties=species:S:1:pos:R:3:nbo_charge:R:1
H 0.83436 -0.74854 -1.76958 0.403
N -0.75800 1.44571 0.80058 -0.662
O -0.28412 -2.39994 1.20556 -0.594
H -0.41674 -2.91674 0.39292 0.549
H -0.70739 -1.41320 -1.62965 0.369
N -0.03008 -0.48689 -0.04732 -0.231
H 1.20222 2.37888 -0.05604 0.491
O 1.35305 1.36181 -0.08252 -0.682
N -0.58507 -0.35764 2.21425 -0.612
C -0.30404 -1.08798 1.09462 0.833
H -1.12828 2.30672 0.82033 0.425
H -0.51468 -0.78238 3.12230 0.469
H -0.39931 1.17304 -1.23648 0.206
C -1.09153 0.90742 2.05333 0.791
C -0.00886 0.93673 -0.24460 0.378
O -1.74922 1.46629 2.86861 -0.508
N 0.28109 -1.28404 -1.11147 -0.624
```

Computed, not measured: C4H6O in the gas phase at a distorted geometry, with ωB97M-V/def2-TZVPD.

Values from the calculation:
energy above the lowest of the compared OMol25 structures with the same formula, charge and spin: 9.8 kcal/mol
HOMO-LUMO gap: 10.04 eV
LUMO: 0.330 eV
SMILES: C=CC(C)=O

```
11
Properties=species:S:1:pos:R:3:nbo_charge:R:1
C 0.53882 -0.18701 0.08087 0.518
C -1.59744 0.01580 1.22481 -0.289
H 2.14531 0.58695 -0.97092 0.257
H 0.64732 0.32191 -1.97945 0.221
H -1.20701 -0.66458 2.05859 0.231
H 1.78595 -1.10014 -1.35803 0.261
H -2.66014 0.36050 1.40606 0.203
O 0.98390 -0.82862 1.03528 -0.558
H -1.09614 1.15204 -0.57702 0.210
C -0.81306 0.45171 0.22629 -0.334
C 1.27249 -0.10856 -1.14649 -0.721
```

Computed, not measured: C4H10NO2 in the gas phase at a distorted geometry, with ωB97M-V/def2-TZVPD.

Values from the calculation:
2S+1: 2
energy above the lowest of the compared OMol25 structures with the same formula, charge and spin: 61.2 kcal/mol
HOMO-LUMO gap (alpha / beta): 10.48 / 7.56 eV
LUMO (alpha / beta): 0.841 / -2.049 eV
expectation value of S²: 0.7543

```
17
Properties=species:S:1:pos:R:3:nbo_charge:R:1
N -0.69963 -1.64949 0.92909 -0.839
H 1.21945 -0.99501 0.13531 0.193
O -0.31899 0.18668 2.81338 -0.271
O 0.41773 1.64249 -2.23506 -0.754
H 0.80323 -0.23963 -2.32326 0.185
H -1.58560 -0.13400 -0.56155 0.249
C 0.25591 -0.53947 0.42448 -0.086
H -0.97239 0.13463 -2.72089 0.193
C 0.49197 0.38489 1.79663 -0.139
H -0.74768 -1.58963 1.95632 0.369
C -0.13315 0.27350 -2.04202 -0.062
C -0.55934 0.23729 -0.55988 -0.478
H -0.14282 -2.47007 0.73005 0.347
H 1.52427 0.13665 2.06807 0.244
H 0.91321 1.94106 -1.46711 0.457
H 0.23929 1.38908 1.35046 0.177
H -0.70546 1.29103 -0.29403 0.213
```